# 1
Below is a structure of composition C4H3LiOTb in a non-equilibrium geometry, with properties calculated with ωB97M-V/def2-TZVPD.

The geometry in XYZ format:
```
10
Properties=species:S:1:pos:R:3:forces:R:3
Tb 0.9007 -1.6840 1.5381 0.6 0.2 1.0
O -0.3158 -2.3183 -0.3972 -2.5 -0.1 -1.8
C 1.1984 0.7687 1.7052 -0.2 -0.3 -1.1
C -1.1933 -0.2156 -1.2307 -1.4 -2.3 -0.2
C 1.5250 1.9515 1.7472 -0.4 -0.2 -0.2
C -1.0562 -1.5455 -1.0181 3.7 1.8 1.9
Li 0.4631 1.1191 -0.7301 0.6 0.7 0.4
H 1.7495 3.0048 1.8325 0.1 -0.4 0.1
H -2.1559 0.2981 -1.1406 -0.2 -0.2 -0.7
H -1.1155 -1.3790 -2.3061 -0.4 0.6 0.5
```
Forces are in eV/Å.

Values from the calculation:
gap between HOMO and LUMO (spin up / spin down) = 6.82 / 6.43 eV
spin multiplicity = 8
net charge = +2

# 2
Below is a structure of composition C4H3MgO6 in a non-equilibrium geometry, with properties calculated with ωB97M-V/def2-TZVPD.

The geometry in XYZ format:
```
14
Properties=species:S:1:pos:R:3:forces:R:3
Mg 3.7763 -0.1216 1.8759 -1.9 -0.4 0.0
O -1.4424 0.7708 -0.8928 -3.4 -1.1 -1.3
O -1.7465 0.8963 -3.2633 -2.4 0.6 0.0
O -0.5263 -0.6918 -2.2803 -4.6 -1.4 -2.1
O 1.9125 0.5532 1.4795 1.1 0.9 0.1
O 2.3183 -1.4774 2.1933 1.3 -0.2 0.3
O 0.2327 -0.9407 1.6800 1.2 -0.1 0.4
C 1.4979 -0.6011 1.7964 -1.3 -0.4 -0.7
C -1.5191 0.0336 -2.3142 9.3 1.8 1.4
C -0.6662 0.0112 1.1260 -1.2 1.5 0.0
C -0.4283 0.2302 -0.3300 1.7 -0.5 1.7
H -1.1318 0.7768 -4.0045 -0.2 -0.5 0.1
H -0.6070 0.9737 1.6554 0.0 -0.2 0.1
H -1.6700 -0.4134 1.2785 0.3 0.0 0.1
```
Forces are in eV/Å.

Values from the calculation:
gap between HOMO and LUMO (spin up / spin down) = 3.74 / 3.74 eV
net charge = +1

# 3
Below is an isolated molecule of C4H3N in a non-equilibrium geometry, with properties calculated with ωB97M-V/def2-TZVPD.

The geometry in XYZ format:
```
8
Properties=species:S:1:pos:R:3:forces:R:3
N -0.8159 0.6330 -0.3155 0.7 -1.9 0.7
C -0.9311 -0.8455 0.1577 0.1 0.1 0.0
C -2.0107 0.0763 -0.2895 -0.5 0.5 -0.2
C 0.4807 0.9013 -0.2348 0.5 0.3 0.0
C 1.6742 0.9022 -0.0786 -0.3 0.3 -0.1
H 2.7257 0.8684 0.0691 0.0 0.2 -0.1
H -0.6762 -0.9821 1.2126 -0.3 0.2 -0.3
H -0.4468 -1.5536 -0.5209 -0.3 0.3 0.0
```
Forces are in eV/Å.

Values from the calculation:
gap between HOMO and LUMO = 8.97 eV
net charge = 0

# 4
Below is an isolated molecule of C4H3N in a non-equilibrium geometry, with properties calculated with ωB97M-V/def2-TZVPD.

The geometry in XYZ format:
```
8
Properties=species:S:1:pos:R:3:forces:R:3
N 2.4011 -1.4201 0.1137 -0.9 0.8 -0.1
C 0.9515 1.6085 -0.3835 -0.3 -0.6 0.1
C 0.5491 0.3710 -0.1753 0.2 0.5 -0.1
C 1.5720 -0.6198 -0.0139 0.9 -0.8 0.1
C -0.9252 0.0176 -0.1136 -0.1 0.0 0.0
H -1.1553 -0.7311 -0.8755 0.1 0.1 0.1
H -1.1668 -0.3866 0.8727 0.1 0.1 -0.1
H -1.5392 0.9035 -0.2929 0.1 -0.1 0.0
```
Forces are in eV/Å.

Values from the calculation:
gap between HOMO and LUMO = 9.39 eV
net charge = 0

# 5
Below is an isolated molecule of C4H3N in a non-equilibrium geometry, with properties calculated with ωB97M-V/def2-TZVPD.

The geometry in XYZ format:
```
8
Properties=species:S:1:pos:R:3:forces:R:3
N -3.2817 0.2980 0.1333 -1.4 0.3 0.2
C -2.2120 -0.0519 -0.0556 -0.3 0.3 0.1
C 0.1937 -0.1630 0.7544 -0.8 -1.1 0.8
C -0.9015 -0.4340 -0.2480 4.1 1.1 -1.1
C 0.3649 0.8383 -0.0156 -2.1 -2.9 1.0
H -0.5581 -0.9188 -1.1684 -0.8 -0.2 0.5
H 0.4902 1.4679 -0.8081 0.7 1.8 -1.2
H 0.3755 -0.7583 1.6590 0.6 0.9 -0.4
```
Forces are in eV/Å.

Values from the calculation:
SMILES = N#CC1C=C1
gap between HOMO and LUMO = 10.20 eV
net charge = 0

# 6
Below is a structure of composition C4H3N, with properties calculated with ωB97M-V/def2-TZVPD.

The geometry in XYZ format:
```
8
Properties=species:S:1:pos:R:3:forces:R:3
N 1.1806 -0.6593 -0.2898 0.1 -0.2 0.1
C 1.4683 0.3736 -1.1165 -0.2 0.1 0.1
C 0.2726 1.0055 -0.7989 0.1 0.1 -0.2
C 0.0624 -0.8354 0.4910 -0.5 0.0 0.3
C -0.8575 -1.1202 1.2227 0.3 0.2 -0.3
H -1.7041 -1.3013 1.8428 0.1 -0.1 0.0
H 0.2107 1.7152 0.0270 0.0 -0.1 0.0
H -0.6330 0.8220 -1.3783 0.1 0.0 0.1
```
Forces are in eV/Å.

Values from the calculation:
gap between HOMO and LUMO (spin up / spin down) = 7.45 / 7.45 eV
net charge = 0

# 7
Below is a cluster of 2 separate species, C4H3N in total in a non-equilibrium geometry, with properties calculated with ωB97M-V/def2-TZVPD.

The geometry in XYZ format:
```
8
Properties=species:S:1:pos:R:3:forces:R:3
N -0.8974 -3.2068 0.9101 0.0 1.4 -0.4
C -0.4108 -0.7549 0.3284 -0.8 3.9 1.1
C 0.1141 -0.1231 -0.9481 -1.1 -0.1 -1.0
C -0.7363 -2.0935 0.6183 0.0 -1.9 0.6
C 0.9170 -0.1751 0.0636 -3.4 -1.1 -1.5
H 1.7925 -0.0350 0.5115 3.4 0.7 1.6
H -0.1254 0.1552 -2.0371 0.4 -0.5 2.2
H -1.3213 0.3365 1.5284 1.5 -2.4 -2.5
```
Forces are in eV/Å.

Values from the calculation:
gap between HOMO and LUMO = 9.41 eV
net charge = 0

# 8
Below is the ion C4H3N2O2 with charge +1 in a non-equilibrium geometry, with properties calculated with ωB97M-V/def2-TZVPD.

The geometry in XYZ format:
```
11
Properties=species:S:1:pos:R:3:forces:R:3
O 1.3691 0.6631 0.0801 -0.5 2.0 -0.7
O -0.3924 2.1937 0.0786 1.3 0.8 -0.8
N -3.1499 -0.5632 0.0236 -0.8 0.0 0.0
N -2.0453 -0.5193 0.0286 -0.5 -0.1 0.1
C 0.1614 1.0382 0.0165 -4.3 -4.6 0.7
C -0.7592 -0.4520 0.0383 3.3 6.3 0.1
C 0.2874 -1.3255 0.0707 3.0 -0.5 -0.5
C 1.4910 -0.7176 -0.0113 0.1 -0.1 0.5
H 0.1712 2.9396 -0.2762 -0.5 -0.7 0.6
H 2.5538 -0.9045 -0.1210 -0.5 -0.9 0.2
H 0.3129 -2.3525 0.0721 -0.6 -2.3 0.0
```
Forces are in eV/Å.

Values from the calculation:
SMILES = N#[N+]c1ccoc1O
gap between HOMO and LUMO = 8.35 eV
net charge = +1

# 9
Below is the ion C4H3N2O3 with charge +1 in a non-equilibrium geometry, with properties calculated with ωB97M-V/def2-TZVPD.

The geometry in XYZ format:
```
12
Properties=species:S:1:pos:R:3:forces:R:3
O -1.1372 0.7745 0.2835 1.4 -0.5 -0.3
O -0.0262 2.7622 0.2279 -1.0 0.4 -0.1
O 3.1894 -1.7074 0.2821 -1.0 0.3 0.1
N 0.0339 1.5715 0.1138 -0.3 2.1 0.5
N 3.5111 1.9661 -0.2327 0.9 0.3 0.2
C 2.1934 -1.2096 0.1676 2.3 -0.9 -0.3
C 2.4477 1.5888 -0.0464 -0.7 0.2 -0.6
C 1.0058 -0.5157 -0.0584 -1.2 -1.1 -3.1
C 1.1949 0.9728 -0.0652 -1.9 -2.3 0.5
H -1.9560 1.2572 0.0483 0.7 0.7 0.0
H 0.4936 -0.9955 -1.0594 1.5 1.1 1.8
H 0.2977 -0.9007 0.6321 -0.8 -0.1 1.3
```
Forces are in eV/Å.

Values from the calculation:
gap between HOMO and LUMO (spin up / spin down) = 8.37 / 8.37 eV
net charge = +1

# 10
Below is an isolated molecule of C4H3N3, with properties calculated with ωB97M-V/def2-TZVPD.

The geometry in XYZ format:
```
10
Properties=species:S:1:pos:R:3:forces:R:3
N -1.4853 0.6827 -0.8333 -0.2 -0.3 0.2
N -0.7991 -0.9737 0.3734 0.3 0.0 0.1
N -1.8397 -0.4080 -0.3663 0.1 0.4 -0.2
C 2.8025 -0.6412 0.5871 -0.7 0.0 0.3
C 1.5593 -0.4952 0.7949 0.7 -0.1 -0.2
C -0.1070 0.9732 -0.4437 0.0 0.0 0.0
C 0.3186 -0.2270 0.3434 -0.2 0.0 -0.2
H -0.9149 -1.9055 0.7454 0.0 0.1 0.0
H 0.5298 1.0867 -1.3255 -0.1 0.1 0.0
H -0.0643 1.9080 0.1247 0.0 -0.1 0.0
```
Forces are in eV/Å.

Values from the calculation:
gap between HOMO and LUMO = 8.70 eV
net charge = 0

# 11
Below is an isolated molecule of C4H3N3 in a non-equilibrium geometry, with properties calculated with ωB97M-V/def2-TZVPD.

The geometry in XYZ format:
```
10
Properties=species:S:1:pos:R:3:forces:R:3
N 0.7925 -0.3330 0.1170 -0.1 0.0 0.0
N -1.2734 0.4377 -0.1419 0.2 -0.1 0.1
N -0.9345 -1.0967 3.0387 0.2 0.3 -1.1
C 0.7672 0.3057 -1.0898 -0.1 0.0 0.0
C -0.7548 -0.7153 1.9607 -0.2 -0.3 0.9
C -0.5165 0.7685 -1.2298 0.1 0.1 -0.1
C -0.4594 -0.2226 0.6492 0.0 0.0 0.0
H 1.5553 -0.8649 0.5056 0.0 0.1 0.0
H 1.6446 0.3952 -1.7119 -0.1 -0.1 0.0
H -0.9370 1.3241 -2.0562 0.1 -0.1 0.1
```
Forces are in eV/Å.

Values from the calculation:
SMILES = N#Cc1ncc[nH]1
gap between HOMO and LUMO = 10.14 eV
net charge = 0

# 12
Below is a structure of composition C4H3N3 in a non-equilibrium geometry, with properties calculated with ωB97M-V/def2-TZVPD.

The geometry in XYZ format:
```
10
Properties=species:S:1:pos:R:3:forces:R:3
N 0.4991 3.2183 -1.1215 0.1 -0.4 0.1
N -1.3000 0.0186 0.5051 0.3 -0.1 -0.5
N 1.5235 -0.0049 0.0372 -1.6 0.3 -1.4
C 0.6403 2.1626 -0.6704 -0.4 0.4 -0.2
C 0.6582 -1.1103 -0.1269 0.2 -1.2 0.4
C -0.6612 -1.1030 0.3403 0.2 0.0 -0.5
C 0.7119 0.9141 -0.0753 0.4 1.0 1.8
H 1.1326 -1.9411 -0.5969 0.2 -0.7 0.3
H -2.1166 -0.0719 1.1241 0.4 0.3 0.0
H -1.0878 -2.0824 0.5845 0.0 0.3 0.0
```
Forces are in eV/Å.

Values from the calculation:
gap between HOMO and LUMO (spin up / spin down) = 6.96 / 6.97 eV
net charge = 0

# 13
Below is a cluster of 2 separate species, C4H3N3 in total in a non-equilibrium geometry, with properties calculated with ωB97M-V/def2-TZVPD.

The geometry in XYZ format:
```
10
Properties=species:S:1:pos:R:3:forces:R:3
N 0.9093 0.2534 0.2050 0.2 -0.2 -0.1
N 2.2574 0.4109 0.0800 1.3 -0.4 -0.3
N 0.3628 -2.1761 -0.1327 0.1 0.8 0.3
C -1.8766 0.9887 0.1656 -0.2 -0.3 -0.1
C 0.5810 -1.0553 0.0449 -0.2 -1.1 -0.3
C 3.4004 0.1116 -0.0001 -1.2 0.6 0.2
C -2.0928 -0.1696 -0.0762 0.0 0.4 0.1
H -1.6447 2.0065 0.4045 -0.2 -0.2 0.0
H -2.2189 -1.2172 -0.2638 -0.1 0.3 0.0
H 0.3607 0.8386 -0.4284 0.3 0.1 0.3
```
Forces are in eV/Å.

Values from the calculation:
gap between HOMO and LUMO = 11.41 eV
net charge = 0

# 14
Below is a structure of composition C4H3N3O in a non-equilibrium geometry, with properties calculated with ωB97M-V/def2-TZVPD.

The geometry in XYZ format:
```
11
Properties=species:S:1:pos:R:3:forces:R:3
O -1.4320 -1.2513 0.0117 0.8 0.5 -0.2
N -0.1397 0.5424 -0.0403 0.5 -1.2 -0.1
N -1.4250 0.9743 -0.0164 -1.1 1.4 0.2
N 1.0146 -1.3632 0.0158 0.1 -1.8 -0.6
C -2.1457 -0.0875 0.0239 -0.7 -0.5 -0.4
C 1.2146 0.8992 0.0150 -0.9 0.4 -0.2
C -0.1259 -0.7925 -0.0587 -1.7 -1.1 0.7
C 1.8617 -0.3242 -0.0217 1.7 2.7 0.6
H 1.4813 1.9384 0.1030 0.3 -0.2 -0.2
H -3.2718 -0.1943 -0.0354 1.8 0.4 0.2
H 2.9678 -0.3413 0.0029 -0.9 -0.6 0.0
```
Forces are in eV/Å.

Values from the calculation:
gap between HOMO and LUMO = 10.00 eV
net charge = 0

# 15
Below is an isolated molecule of C4H3N3O in a non-equilibrium geometry, with properties calculated with ωB97M-V/def2-TZVPD.

The geometry in XYZ format:
```
11
Properties=species:S:1:pos:R:3:forces:R:3
O -0.7419 1.8025 -1.5449 -2.7 0.7 -4.4
N 0.1852 -0.3172 -1.4344 0.0 0.6 2.1
N 0.5955 -1.0575 -0.3625 -0.8 -0.4 -0.3
N 0.6863 -1.8625 2.8514 0.4 -1.8 2.6
C 0.3862 -1.2309 1.9673 0.3 0.8 -0.4
C -0.1992 0.9594 0.5484 -0.5 -4.4 -0.2
C 0.2277 -0.5040 0.8209 -0.3 4.7 -1.9
C -0.3339 0.7873 -0.8147 1.8 -0.8 -1.9
H -1.1901 1.5265 -2.4811 1.9 0.6 3.5
H -0.7324 1.8694 0.9441 0.9 -1.7 0.6
H 1.1165 -1.9730 -0.4944 -1.3 1.7 0.3
```
Forces are in eV/Å.

Values from the calculation:
SMILES = N#Cc1cc(O)n[nH]1
gap between HOMO and LUMO = 9.44 eV
net charge = 0

# 16
Below is a structure of composition C4H3N3O in a non-equilibrium geometry, with properties calculated with ωB97M-V/def2-TZVPD.

The geometry in XYZ format:
```
11
Properties=species:S:1:pos:R:3:forces:R:3
O -0.8116 1.4466 -0.3471 -7.1 -1.8 -0.2
N 0.3665 -1.6095 0.0855 7.6 -1.5 -0.1
N -1.8134 -0.8429 0.2113 3.6 1.6 -1.8
N 0.3907 1.8224 -0.1836 2.9 -2.0 5.2
C 1.2214 0.7863 0.0779 4.2 1.2 -1.9
C -0.7972 -1.9193 0.2399 -6.7 -1.5 3.8
C -0.8798 0.0777 -0.1339 -1.5 1.6 0.1
C 0.4943 -0.2741 -0.1487 -3.3 -4.3 0.9
H 2.3698 0.8755 0.0718 -2.2 0.2 0.4
H 0.5700 2.4810 -0.7757 2.0 5.2 -4.0
H -1.1106 -2.8436 0.9025 0.5 1.4 -2.3
```
Forces are in eV/Å.

Values from the calculation:
gap between HOMO and LUMO = 9.45 eV
net charge = 0

# 17
Below is a cluster of 2 separate species, C4H3N3O3 in total in a non-equilibrium geometry, with properties calculated with ωB97M-V/def2-TZVPD.

The geometry in XYZ format:
```
13
Properties=species:S:1:pos:R:3:forces:R:3
O 0.9350 -2.0938 1.5856 -0.3 0.1 -0.8
O -1.1390 -0.7259 1.2910 0.6 2.8 -1.9
O 2.0767 -0.7127 0.3515 -0.4 -0.9 0.0
N -0.4393 -2.5584 -2.1539 -0.6 -2.9 -3.2
N 1.0265 -1.1933 0.7667 3.8 0.4 1.9
N -1.6278 0.4699 -2.2108 -0.9 0.3 -1.2
C -0.2559 -1.8229 -1.3268 0.7 4.1 5.1
C -0.9326 0.8828 -1.4113 1.8 0.3 2.7
C -0.1182 -0.4200 0.4910 -4.2 -2.5 -1.7
C -0.0201 0.9516 -0.1917 0.7 -1.2 -0.7
H -1.0533 -1.5157 1.8166 0.8 -1.1 0.2
H 1.1143 0.9660 -0.4772 -2.3 0.6 0.4
H -0.3413 1.6673 0.5966 0.4 -0.1 -0.9
```
Forces are in eV/Å.

Values from the calculation:
gap between HOMO and LUMO (spin up / spin down) = 8.39 / 8.40 eV
net charge = 0

# 18
Below is a cluster of 2 separate species, C4H3N3O4S in total in a non-equilibrium geometry, with properties calculated with ωB97M-V/def2-TZVPD.

The geometry in XYZ format:
```
15
Properties=species:S:1:pos:R:3:forces:R:3
S 0.8913 1.4105 0.6697 -0.3 -0.2 0.4
O 0.7452 1.0054 -2.4663 0.4 -0.7 -0.1
O 0.5016 2.0996 1.8949 0.2 -0.3 0.0
O 3.0788 0.1087 1.3499 -0.6 0.3 -0.3
O -0.2783 2.9976 -2.4689 -0.2 0.3 -0.2
N 0.5346 2.2661 -0.5486 0.3 0.1 0.8
N -1.4895 -0.2819 0.9743 -0.7 0.8 0.3
N -0.2051 -0.1291 0.6606 0.5 0.0 -0.2
C -0.6601 -2.2292 0.2242 0.2 0.0 -0.1
C 0.3301 -1.2663 0.2059 0.2 -0.4 -0.1
C -1.7800 -1.5463 0.7131 0.1 0.0 0.0
C 0.3312 2.0441 -1.9543 -0.3 0.1 -0.5
H -2.7733 -1.9310 0.8903 -0.1 0.1 0.0
H 1.3658 -1.2894 -0.0648 0.3 0.0 -0.1
H -0.5921 -3.2586 -0.0799 0.1 -0.1 0.0
```
Forces are in eV/Å.

Values from the calculation:
gap between HOMO and LUMO (spin up / spin down) = 6.22 / 6.70 eV
net charge = -2

# 19
Below is an isolated molecule of C4H3N3OS in a non-equilibrium geometry, with properties calculated with ωB97M-V/def2-TZVPD.

The geometry in XYZ format:
```
12
Properties=species:S:1:pos:R:3:forces:R:3
S -2.5979 -1.4452 -0.2651 2.3 0.2 2.0
O 1.9912 -0.3069 -1.8034 -2.6 0.6 2.4
N 0.1609 -1.3337 -0.7164 -0.1 0.6 -0.7
N -2.4688 -2.9646 2.1536 0.1 -1.6 2.5
N -0.7813 -0.9935 0.2793 -0.6 0.9 -1.5
C 1.0533 -0.2232 -0.9812 1.1 -1.6 -1.7
C -2.5679 -2.3767 1.1960 -0.8 1.7 -3.4
C -0.5181 0.4000 0.5691 -1.0 -1.8 0.1
C 0.5934 0.8314 -0.0332 -0.7 -1.8 -0.6
H 1.0605 1.7464 0.0993 0.8 1.5 0.2
H -0.2205 -1.9591 -1.4552 0.9 0.7 0.9
H -1.2440 0.7647 1.2943 0.6 0.5 -0.2
```
Forces are in eV/Å.

Values from the calculation:
SMILES = N#CSn1ccc(=O)[nH]1
gap between HOMO and LUMO = 7.93 eV
net charge = 0

# 20
Below is an isolated molecule of C4H3N3OS in a non-equilibrium geometry, with properties calculated with ωB97M-V/def2-TZVPD.

The geometry in XYZ format:
```
12
Properties=species:S:1:pos:R:3:forces:R:3
S 1.3646 0.2625 -4.7098 0.9 -0.4 -1.3
O -1.5485 0.1576 2.5709 -0.6 0.1 1.1
N -0.6808 1.5974 -1.5307 1.6 1.1 -6.3
N -0.7632 0.4359 0.5405 0.0 -0.8 0.4
N 0.4282 0.8749 -3.6178 1.5 0.0 -1.4
C -0.7483 1.0098 -0.4724 0.3 -0.7 2.9
C 0.3996 -1.0930 1.9476 1.8 -0.7 0.4
C -0.1148 1.0665 -2.5941 -3.9 1.3 3.9
C -0.7226 -0.1408 1.7408 -0.3 -0.9 0.7
H 0.6173 -1.3724 2.9688 -0.3 1.1 0.8
H 1.3041 -0.6732 1.5199 0.3 0.3 0.0
H 0.4643 -2.1252 1.6362 -1.2 -0.3 -1.4
```
Forces are in eV/Å.

Values from the calculation:
gap between HOMO and LUMO (spin up / spin down) = 5.47 / 6.52 eV
spin multiplicity = 3
net charge = 0